Record 1
DFT (ωB97M-V/def2-TZVPD) results for a structure of composition C31H32BN10PReS4 at a distorted geometry.

The calculation puts the HOMO-LUMO gap (spin up / spin down) at 6.10 / 6.10 eV. For the relative energy (zero: lowest compared OMol25 entry of this formula, charge and spin), the calculation gives 76.98 kJ/mol. The calculation puts the HOMO energy (spin up / spin down) at -9.919 / -9.916 eV. Its total energy is -3785.3201 Eh. As for the LUMO energy (spin up / spin down): -3.82 / -3.82 eV. Its largest force on an atom is 1.8 eV/Å. As for the net charge: +1.

Last column: Mulliken charge in e.
Positions of all 80 atoms, in Å:
Re: -0.7698 0.1585 -0.2444  0.625
C: -2.2247 3.0137 -3.0914  -1.423
C: -2.1990 1.7392 -2.5367  -0.080
N: -1.1861 1.6491 -1.6806  -0.570
N: -0.5393 2.8249 -1.6737  0.471
C: -1.1550 3.6714 -2.5108  -0.131
B: 0.7137 2.9932 -0.7547  0.746
N: 0.1915 2.8811 0.6832  0.829
C: 0.2427 3.7395 1.7073  -0.087
C: -0.3764 3.1520 2.7942  -1.412
C: -0.7809 1.9025 2.3414  -0.742
N: -0.4332 1.7610 1.0664  -0.253
N: 1.6045 1.7538 -1.0275  0.638
C: 2.8682 1.7305 -1.4669  -0.051
C: 3.2756 0.4152 -1.5675  -1.256
C: 2.1753 -0.3240 -1.1520  -0.211
N: 1.1802 0.4954 -0.8244  -0.371
N: 1.4727 4.2598 -1.0106  0.508
C: 1.8371 4.7811 -2.2123  -0.420
C: 2.6793 5.8375 -1.9811  -0.932
C: 2.7978 5.8871 -0.5848  -0.340
N: 2.0770 4.9440 -0.0241  -1.012
H: -2.9210 3.4037 -3.8045  0.476
H: -2.8363 0.8930 -2.7141  0.509
H: -0.8210 4.6812 -2.6400  0.662
H: 0.7406 4.6809 1.5956  0.625
H: -0.5153 3.5749 3.7667  0.508
H: -1.2931 1.1177 2.8676  0.657
H: 3.4047 2.6342 -1.6685  0.466
H: 4.2339 0.0521 -1.8759  0.481
H: 2.0588 -1.3890 -1.0810  0.438
H: 1.5009 4.3579 -3.1367  0.669
H: 3.1313 6.4805 -2.7049  0.449
H: 3.3808 6.5515 0.0207  0.478
C: -1.0057 -4.1622 1.7888  -1.856
C: -0.9597 -3.0350 0.8027  -0.190
S: -0.4334 -1.4923 1.5225  0.370
C: -1.2169 -3.1242 -0.5176  0.884
C: -1.6117 -4.4020 -1.1949  -1.411
S: -1.0930 -1.7748 -1.6238  -0.440
H: -1.1836 -3.7791 2.7910  0.366
H: -0.0542 -4.6968 1.7997  0.346
H: -1.7978 -4.8660 1.5444  0.548
H: -1.6462 -5.2446 -0.5131  0.445
H: -0.8960 -4.6232 -1.9843  0.331
H: -2.5869 -4.2895 -1.6659  0.295
N: -5.0252 -0.3321 0.1278  -0.017
C: -4.9634 1.0213 0.2591  -0.685
C: -3.6383 1.3339 0.3039  -0.434
N: -2.9001 0.1873 0.1925  0.443
C: -3.7687 -0.7998 0.0921  -0.521
H: -5.8682 -0.8796 0.0536  0.228
H: -5.8363 1.6380 0.3082  0.427
H: -3.1842 2.2998 0.3937  0.437
H: -3.5186 -1.8392 -0.0032  0.457
S: 3.0664 0.9528 1.7593  -0.439
P: 2.8470 -0.7018 2.7616  1.595
S: 1.5583 -2.1750 1.9116  -0.271
C: 2.4138 -0.3233 4.4883  0.137
C: 3.5192 0.0218 5.2603  -0.562
C: 3.3355 0.4990 6.5419  -0.734
C: 2.0533 0.6417 7.0484  -0.464
C: 0.9566 0.3143 6.2692  -0.764
C: 1.1285 -0.1614 4.9795  0.072
C: 4.2569 -1.8505 2.9059  -0.209
C: 5.4628 -1.5918 2.2716  -0.200
C: 6.5277 -2.4560 2.4659  -0.641
C: 6.3865 -3.5673 3.2811  -0.415
C: 5.1741 -3.8297 3.9002  -0.812
C: 4.1086 -2.9707 3.7192  -0.178
H: 4.5131 -0.0766 4.8406  0.397
H: 4.1914 0.7647 7.1419  0.414
H: 1.9115 1.0095 8.0535  0.401
H: -0.0382 0.4387 6.6681  0.439
H: 0.2693 -0.4010 4.3671  0.315
H: 5.5684 -0.7111 1.6531  0.349
H: 7.4751 -2.2567 1.9896  0.415
H: 7.2248 -4.2255 3.4514  0.399
H: 5.0649 -4.6957 4.5349  0.414
H: 3.1682 -3.1537 4.2194  0.379

Force components x, y, z for each atom (eV/Å):
-0.177 -1.770 0.036
0.127 0.128 0.060
0.140 0.245 -0.068
-0.131 -0.466 0.025
0.155 0.403 -0.111
-0.354 -0.024 -0.210
-0.292 -0.557 -0.071
0.320 1.010 0.287
-0.101 -0.173 0.073
-0.304 -0.347 0.002
0.141 0.501 0.714
-0.279 -0.967 -0.763
0.328 0.429 -0.202
0.091 -0.288 -0.023
-0.279 -0.003 -0.108
0.469 -0.011 -0.088
-0.066 -0.328 0.120
-0.045 0.225 -0.524
0.123 0.148 -0.128
-0.128 -0.179 -0.150
-0.132 -0.161 -0.232
0.204 -0.100 0.861
-0.088 0.083 -0.152
-0.090 -0.107 0.023
0.129 0.150 0.008
0.040 0.076 0.031
0.006 0.060 0.210
-0.056 -0.142 -0.026
0.088 0.257 0.003
0.145 -0.072 -0.078
-0.089 -0.094 0.080
-0.114 -0.110 -0.220
0.133 0.123 -0.219
0.072 0.173 0.156
-0.025 -0.168 -0.039
0.133 -0.055 -0.186
-0.286 0.798 -0.619
0.051 0.079 0.685
-0.063 -0.011 0.159
0.508 1.588 0.220
-0.018 -0.035 0.069
-0.038 -0.087 0.061
-0.001 -0.071 0.051
0.015 -0.075 0.030
0.039 -0.020 -0.076
-0.069 -0.016 -0.091
0.096 -0.288 -0.052
0.262 0.593 0.151
-0.612 0.357 -0.029
0.115 -0.313 0.220
-0.011 -0.398 0.120
0.128 -0.032 0.011
-0.145 0.111 0.023
0.113 0.165 0.009
0.047 -0.100 -0.053
0.088 -0.445 0.388
-0.138 0.682 0.021
0.090 -0.334 -0.147
0.220 -0.128 -0.501
-0.052 -0.074 0.002
0.056 0.038 0.087
0.018 -0.008 0.039
-0.124 0.034 0.033
0.046 -0.099 -0.076
-0.417 0.256 -0.094
-0.078 0.077 -0.053
0.107 -0.023 -0.007
0.006 0.027 -0.004
-0.007 -0.074 0.068
-0.021 0.017 0.011
0.029 0.017 0.118
0.084 0.031 0.088
-0.030 0.037 0.071
-0.122 -0.008 0.039
-0.043 -0.077 -0.045
-0.035 0.064 -0.048
0.087 0.036 -0.052
0.081 -0.065 -0.046
-0.005 -0.073 0.060
-0.063 -0.040 0.066

Record 2
DFT (ωB97M-V/def2-TZVPD) results for the molecule C5H7NO3S at a distorted geometry.

The calculation puts the HOMO-LUMO gap (spin up / spin down) at 7.63 / 7.33 eV. The expectation value of S² is 2.01. For the relative energy (zero: lowest compared OMol25 entry of this formula, charge and spin), the calculation gives 376.41 kJ/mol. Its spin multiplicity is 3. The calculation puts the HOMO energy (spin up / spin down) at -7.043 / -10.165 eV. Its total energy is -873.0608 Eh. As for the LUMO energy (spin up / spin down): 0.58 / -2.84 eV. Its largest force on an atom is 4.6 eV/Å. As for the net charge: 0.

Last column: Löwdin spin population.
Positions of all 17 atoms, in Å:
C: -0.5016 0.7894 -1.9031  0.031
C: 0.8073 -1.3000 1.4707  0.794
C: -0.1376 0.9585 -0.3387  0.133
C: 0.2037 -0.5796 -1.8611  0.035
C: 0.7768 -0.3163 -0.5402  0.600
N: -1.0309 0.7716 0.7444  0.007
O: 0.6208 1.0384 2.6841  0.021
O: -1.2461 -0.4529 2.8816  0.057
O: 1.5809 -0.3023 -1.6267  0.179
S: -0.2256 0.0673 2.0474  0.062
H: -1.5148 0.7401 -2.1814  0.003
H: 0.0735 1.4458 -2.5550  0.007
H: 0.1423 -2.1865 1.2919  0.027
H: 1.7835 -1.1509 1.8020  0.037
H: 0.4521 1.7650 -0.0131  0.002
H: 0.0921 -1.5679 -2.4359  0.004
H: -1.8763 0.2803 0.5333  0.001

Force components x, y, z for each atom (eV/Å):
1.202 -0.922 1.289
-3.883 -0.257 2.511
1.414 -0.077 -1.101
-0.532 -2.082 -1.357
-0.625 -0.248 -2.470
-0.284 -0.524 0.261
0.411 0.026 -1.212
-1.272 -1.062 0.165
1.402 1.254 -0.157
0.661 0.379 0.973
-1.391 0.193 -0.070
-0.159 0.324 0.252
1.488 0.706 0.045
1.513 -0.482 0.213
0.945 1.493 -0.409
-0.391 1.770 0.987
-0.499 -0.488 0.080

Record 3
DFT (ωB97M-V/def2-TZVPD) results for a cluster of 3 separate species, C21H40BN3O2 in total.

The calculation puts the HOMO-LUMO gap at 9.85 eV. For the relative energy (zero: lowest compared OMol25 entry of this formula, charge and spin), the calculation gives 0.00 kJ/mol. The calculation puts the HOMO energy at -9.378 eV. Its total energy is -1163.7546 Eh. As for the LUMO energy: 0.48 eV. The SMILES is CC(=O)OCCCCCCCCBN=C(C)C.CCCC#N.CCCC#N. Its largest force on an atom is 0.7 eV/Å. As for the net charge: 0.

Last column: Mulliken charge in e.
Positions of all 67 atoms, in Å:
C: 2.4362 0.1870 3.6215  -0.467
C: 1.1556 -0.2259 4.3151  0.557
O: 0.8861 0.1015 5.4284  -0.572
O: 0.3511 -1.0721 3.6103  -0.396
C: -0.1635 -0.5610 2.3622  -0.340
C: 0.2759 -1.4143 1.1778  -1.026
C: 0.1458 -0.6849 -0.1666  1.321
C: 1.4644 -0.1731 -0.7920  -0.743
C: 1.3742 1.2393 -1.4083  -0.690
C: 2.5092 2.2167 -1.0563  -0.998
C: 2.9942 2.2271 0.4049  0.726
C: 3.1927 3.6372 1.0117  -1.126
B: 1.8272 4.1078 1.6338  0.311
N: 0.7210 4.6155 0.9599  -0.514
C: -0.5015 4.3427 0.8490  0.560
C: -0.9726 2.9135 0.8542  0.035
C: -1.5451 5.4011 0.6610  -1.426
H: 3.2601 -0.3554 4.0861  0.391
H: 2.4230 -0.0308 2.5556  0.042
H: 2.6004 1.2536 3.7725  0.165
H: 0.1500 0.4802 2.2459  0.357
H: -1.2474 -0.5996 2.4467  0.205
H: -0.3696 -2.2948 1.1671  0.377
H: 1.2939 -1.7821 1.3351  0.298
H: -0.3127 -1.3749 -0.8786  -0.258
H: -0.5547 0.1452 -0.0474  -0.414
H: 2.2833 -0.2379 -0.0714  0.613
H: 1.7274 -0.8722 -1.5919  0.094
H: 0.4060 1.6781 -1.1599  0.181
H: 1.3737 1.1494 -2.4982  0.373
H: 2.1995 3.2228 -1.3489  0.402
H: 3.3673 1.9686 -1.6872  0.356
H: 3.9544 1.7061 0.4485  0.497
H: 2.3257 1.6384 1.0440  -0.691
H: 3.6013 4.3126 0.2543  0.332
H: 3.9420 3.5676 1.8028  0.248
H: 1.6889 4.0069 2.8273  -0.101
H: -0.1173 2.2577 0.9981  -0.681
H: -1.4297 2.6757 -0.1094  0.348
H: -1.7274 2.7163 1.6164  0.549
H: -2.1901 5.1835 -0.1916  0.331
H: -1.0817 6.3752 0.5228  0.387
H: -2.1870 5.4110 1.5464  0.311
C: 0.7224 -3.0303 -4.1143  -1.051
C: 1.6013 -3.9225 -3.2486  -0.333
C: 0.8082 -5.0259 -2.5371  -0.522
C: -0.1677 -4.4680 -1.6019  0.252
N: -0.9215 -4.0309 -0.8545  -0.380
H: -0.0197 -2.5048 -3.5098  0.188
H: 1.3214 -2.2810 -4.6310  0.315
H: 0.1916 -3.6140 -4.8689  0.400
H: 2.1204 -3.3199 -2.5005  0.234
H: 2.3691 -4.4017 -3.8580  0.341
H: 1.4758 -5.6831 -1.9785  0.301
H: 0.2738 -5.6458 -3.2598  0.305
C: -4.7531 -2.8545 0.2804  -1.081
C: -4.9314 -1.9375 -0.9225  -0.522
C: -3.6629 -1.1346 -1.2317  0.059
C: -3.3064 -0.2287 -0.1404  0.262
N: -2.9905 0.4233 0.7507  -0.458
H: -4.5511 -2.2803 1.1860  0.345
H: -5.6529 -3.4444 0.4535  0.349
H: -3.9197 -3.5426 0.1268  0.240
H: -5.7629 -1.2501 -0.7555  0.305
H: -5.1772 -2.5238 -1.8095  0.326
H: -3.7789 -0.5460 -2.1432  0.390
H: -2.8182 -1.8122 -1.3837  -0.189

Force components x, y, z for each atom (eV/Å):
-0.154 0.172 -0.099
0.181 -0.040 -0.470
-0.044 -0.082 0.389
-0.235 0.035 0.155
0.431 -0.161 -0.072
-0.171 -0.226 0.052
0.099 -0.002 -0.074
-0.089 -0.077 -0.161
0.062 -0.005 -0.109
0.000 -0.133 0.026
0.213 -0.018 -0.016
0.041 -0.035 -0.140
0.259 0.155 -0.005
-0.037 -0.128 0.686
-0.037 -0.105 -0.477
-0.034 0.122 -0.023
-0.015 0.071 -0.107
-0.030 -0.009 0.007
0.037 -0.061 0.038
0.042 -0.025 0.036
-0.061 -0.007 -0.030
0.001 0.273 0.019
0.135 -0.093 -0.001
0.014 0.099 -0.008
-0.120 0.073 0.011
0.050 -0.036 -0.022
-0.076 0.106 0.083
0.182 -0.018 0.088
0.084 0.042 0.130
-0.119 0.015 -0.006
-0.032 -0.010 0.013
0.019 0.098 -0.018
-0.062 -0.102 0.059
-0.090 0.093 -0.049
-0.074 -0.036 -0.051
0.006 0.047 0.004
-0.048 -0.003 -0.027
-0.077 -0.043 0.052
-0.071 -0.036 0.050
-0.021 0.076 0.002
-0.003 -0.046 -0.021
-0.037 0.002 0.085
0.019 0.075 -0.018
0.012 0.011 0.019
-0.003 0.024 -0.032
0.096 0.068 -0.044
-0.033 -0.127 0.091
-0.090 0.093 -0.069
-0.006 -0.006 0.003
-0.004 0.006 0.003
-0.002 0.001 0.000
0.012 -0.021 0.010
-0.009 -0.012 -0.001
-0.022 0.006 0.032
-0.014 0.020 -0.006
-0.013 -0.016 -0.004
0.005 -0.040 0.049
-0.036 0.013 -0.105
0.139 -0.159 0.107
-0.201 0.070 -0.056
0.008 0.006 -0.002
-0.002 0.003 0.008
0.007 0.013 -0.006
0.002 0.010 -0.014
0.017 0.003 -0.008
-0.018 0.014 0.012
0.016 0.003 0.036